Formula: C5H12O2
Source: OMol25
Level of theory: the ωB97M-V functional and the def2-TZVPD basis

```
19
Properties=species:S:1:pos:R:3:forces:R:3:mulliken_charge:R:1
C -0.098257 0.661322 0.775160 0.06 0.84 -0.51 -1.458
C 0.907471 -0.480525 0.397291 -2.12 0.18 0.17 -0.342
C 1.418930 -0.562449 -1.122001 -0.40 0.18 2.22 -0.562
C 0.456861 0.012096 -2.179008 -0.88 1.19 1.00 -0.433
C -1.028110 0.094008 -1.777167 -0.26 -1.77 -0.37 -0.179
O -1.738719 1.034028 -1.982888 0.09 0.51 -0.08 -0.473
H -0.062462 1.411360 -0.037358 -0.05 0.20 0.97 0.353
H -1.165414 0.447130 0.920882 0.13 -0.70 -0.78 0.401
H 0.110527 1.099400 1.762564 0.69 0.23 -0.52 0.489
H 0.347565 -1.382738 0.659856 0.49 -0.30 -0.15 0.258
H 1.654954 -0.340060 1.170195 0.82 -0.48 -0.57 0.408
H 1.685239 -1.619878 -1.218590 0.11 0.35 -0.54 0.286
H 2.304510 0.072541 -1.088024 0.23 -0.38 -0.54 0.276
H 0.436187 -0.478779 -3.156848 0.41 -0.03 0.14 0.399
H 0.699107 1.084706 -2.285015 0.10 -0.49 -0.51 0.267
H -1.519113 -0.857587 -1.389136 0.62 0.54 -0.04 0.380
O -1.454648 -0.477971 3.606730 -0.01 0.78 -0.20 -0.650
H -1.303474 -0.001181 2.779565 0.07 -0.54 -0.17 0.287
H -1.651162 0.284584 4.163797 -0.10 -0.30 0.49 0.293
```
Forces are in eV/Å.

Properties
- SMILES = CCCCC=O.O
- HOMO-LUMO gap (eV) = 10.61
- E_HOMO (eV) = -9.76
- LUMO (eV) = 0.842



Formula: H4O2
Source: OMol25
Level of theory: the ωB97M-V functional and the def2-TZVPD basis

```
6
Properties=species:S:1:pos:R:3:forces:R:3:mulliken_charge:R:1
O -1.727997 -0.088635 0.040995 0.55 0.88 -0.40 -0.655
H -1.862720 0.860805 -0.191149 0.24 -1.17 0.22 0.321
H -0.815167 -0.293980 -0.251683 -0.70 0.34 0.13 0.341
O 1.683066 0.047369 -0.101536 -0.44 -0.31 0.71 -0.674
H 1.614823 -0.845412 0.279396 0.18 0.33 -0.30 0.332
H 1.422516 0.608715 0.647762 0.18 -0.07 -0.37 0.335
```
Forces are in eV/Å.

Properties
- SMILES = O.O
- HOMO-LUMO gap (eV) = 12.19
- E_HOMO (eV) = -11.47
- LUMO (eV) = 0.721



Formula: C5H7NO
Source: OMol25
Level of theory: the ωB97M-V functional and the def2-TZVPD basis

```
14
Properties=species:S:1:pos:R:3:forces:R:3:mulliken_charge:R:1
C -1.735880 0.246465 0.648882 0.01 0.05 -0.02 -1.142
C -0.473987 -0.314510 0.055529 0.09 -0.14 -0.02 0.487
C -0.231430 -1.634539 -0.155503 -0.25 -0.15 0.09 -0.594
O 1.003496 -1.862377 -0.619645 0.15 -0.12 0.56 -0.320
C 1.636111 -0.655912 -0.637180 -0.02 0.12 0.27 -0.611
C 0.770729 0.336627 -0.282513 0.10 -0.21 0.12 0.604
N 1.119798 1.683431 -0.136162 0.00 0.10 0.04 -0.562
H -2.595822 0.105225 -0.011817 0.10 0.07 0.04 0.293
H -1.657428 1.314021 0.869104 0.05 -0.10 -0.05 0.293
H -1.959682 -0.261005 1.592459 -0.01 0.11 -0.10 0.291
H -0.771182 -2.530927 0.100214 -0.37 0.10 -0.29 0.426
H 2.696381 -0.743444 -0.505647 0.31 0.32 -0.69 0.360
H 0.360353 2.347542 -0.131680 -0.05 -0.19 -0.05 0.230
H 1.838538 1.969399 -0.786042 -0.12 0.03 0.11 0.245
```
Forces are in eV/Å.

Properties
- SMILES = Cc1cocc1N
- HOMO-LUMO gap (eV) = 8.85
- E_HOMO (eV) = -7.87
- LUMO (eV) = 0.979



Formula: CH4O2S2
Source: OMol25
Level of theory: the ωB97M-V functional and the def2-TZVPD basis

```
9
Properties=species:S:1:pos:R:3:forces:R:3:mulliken_charge:R:1
C -0.732211 0.644247 -0.211003 -0.66 0.93 -1.15 -0.003
O -0.990121 -0.615619 -0.725381 -0.42 0.67 0.59 -0.439
O -1.029386 0.915590 1.144242 1.26 -3.54 0.40 -0.470
S 1.908257 -0.670955 0.405410 1.14 -3.27 3.95 -0.446
S 1.080350 1.041221 -0.511222 -2.11 3.98 -2.53 0.106
H -1.330939 1.266163 -0.935060 0.69 0.10 1.41 0.315
H -0.428809 -1.211582 -0.241538 0.71 -1.05 0.38 0.363
H -0.659570 0.061598 1.668825 -1.17 2.92 -1.55 0.401
H 2.182429 -1.430667 -0.594269 0.55 -0.73 -1.52 0.171
```
Forces are in eV/Å.

Properties
- HOMO-LUMO gap (spin up / spin down) (eV) = 6.31 / 6.49
- 2S+1 = 3
- E_HOMO (spin up / spin down) (eV) = -5.78 / -9.56
- LUMO (spin up / spin down) (eV) = 0.531 / -3.066



Formula: C7H10
Source: OMol25
Level of theory: the ωB97M-V functional and the def2-TZVPD basis

```
17
Properties=species:S:1:pos:R:3:forces:R:3:mulliken_charge:R:1
C 1.367602 -0.711456 1.038544 0.16 -1.08 0.95 -1.236
C 1.082905 0.966304 -0.177817 0.24 0.74 -1.53 -0.598
C 1.190594 -0.632518 -0.375672 0.23 0.87 -0.17 0.058
C -0.218809 -0.543254 -0.966461 -0.27 -0.06 -0.15 0.161
C -1.421267 -0.685011 0.001675 -0.15 -0.28 0.03 -0.907
C -1.519259 0.853035 0.243911 -0.15 0.01 0.07 -0.458
C -0.298558 0.970132 -0.664001 -0.93 -0.24 0.51 -0.373
H 2.368478 -0.648002 1.450245 -0.15 0.02 -0.06 0.346
H 0.539538 -0.790602 1.730959 0.11 0.06 -0.10 0.214
H 1.612154 1.640922 0.489392 -0.14 -0.16 -0.02 0.522
H 2.001413 -0.971562 -1.020977 -0.13 -0.01 0.16 0.395
H -0.359301 -0.963174 -1.965546 0.05 0.05 0.17 0.468
H -1.231835 -1.304980 0.884786 -0.06 0.12 -0.15 0.290
H -2.296876 -1.076710 -0.523393 0.12 0.05 0.11 0.305
H -2.452871 1.282246 -0.130643 0.16 -0.06 0.06 0.256
H -1.348751 1.195645 1.271332 -0.01 -0.02 -0.16 0.275
H 0.984844 1.418987 -1.286338 0.92 -0.02 0.28 0.282
```
Forces are in eV/Å.

Properties
- HOMO-LUMO gap (spin up / spin down) (eV) = 7.59 / 7.79
- E_HOMO (spin up / spin down) (eV) = -6.76 / -6.91
- LUMO (spin up / spin down) (eV) = 0.832 / 0.884



Formula: C2H7N2
Source: OMol25
Level of theory: the ωB97M-V functional and the def2-TZVPD basis

```
11
Properties=species:S:1:pos:R:3:forces:R:3:mulliken_charge:R:1
N 1.026917 1.754131 0.108682 -0.63 -0.07 0.40 -0.365
C 0.037545 0.829335 0.033906 2.44 -0.15 -0.09 -0.091
C 0.326796 -0.487114 0.131397 -2.45 -1.40 0.46 -0.305
N -0.863573 -1.401369 -0.153579 0.23 0.08 -0.21 -0.379
H 0.882237 2.693500 -0.210602 -0.05 0.11 0.22 0.227
H 1.944336 1.497233 0.446114 -0.18 0.12 -0.25 0.216
H -0.960258 1.186605 -0.172888 -0.05 0.00 -0.37 0.303
H 1.008735 -1.159587 0.624116 1.06 1.01 -0.11 0.326
H -0.520384 -2.303054 -0.491862 0.04 0.11 -0.07 0.377
H -1.508675 -1.621440 0.609024 0.05 0.28 0.17 0.334
H -1.373680 -0.988236 -0.924310 -0.47 -0.09 -0.17 0.357
```
Forces are in eV/Å.

Properties
- SMILES = N/C=C/[NH3+]
- HOMO-LUMO gap (eV) = 9.73
- E_HOMO (eV) = -13.30
- LUMO (eV) = -3.571
- total charge = +1



Record-wise energy relative to the best compared isomer or geometry (same formula, charge and spin) values, in kcal/mol: 43.59, 3.08, 26.37, 6.98, 162.61, 31.57
Record-wise E_tot values, in hartree: -348.135344, -152.870032, -324.682444, -987.193845, -272.458865, -189.630056